{
  "formula": "CH3Cl2OP",
  "method": "ωB97M-V/def2-TZVPD",
  "elements": ["C", "O", "P", "Cl", "Cl", "H", "H", "H"],
  "positions_angstrom": [[2.043, 0.078, 0.041], [1.474, -0.661, -0.717], [-2.074, 0.092, 0.624], [-2.052, 1.645, -0.629], [-3.398, -1.355, -0.265], [1.845, 0.066, 1.099], [2.985, 0.658, -0.167], [-0.823, -0.523, 0.012]],
  "lowdin_charge": [-0.15, -0.02, 0.07, 0.08, -0.02, 0.06, 0.09, -0.12],
  "relative_energy_kj_mol": 248.66,
  "charge": 0,
  "lumo_energy_ha": 0.0065,
  "gap_ev": 10.0,
  "smiles": "ClPCl.C=O",
  "e_tot_ha": -1376.867446
}